(1)
ORCA calculation (ωB97M-V/def2-TZVPD) on a gas-phase ion, C3H5N2OS (charge +1).

Last column: Mulliken charge in e.
Cartesian coordinates (Å):
C 0.324 -0.396 0.996  0.17
N -0.560 0.516 0.714  -0.41
C -1.196 1.151 -0.192  0.12
N -1.439 0.899 -1.467  -0.12
S -0.641 -0.459 -2.035  0.19
O 0.829 -0.422 -1.312  -0.34
C 1.246 -1.093 -0.045  -0.31
H 0.407 -0.662 2.044  0.43
H -1.517 2.143 0.102  0.34
H -1.921 1.691 -1.933  0.33
H 2.365 -0.675 -0.163  0.28
H 1.252 -2.167 -0.150  0.31

Computed properties:
HOMO (alpha / beta): -13.73 / -13.73 eV
E_LUMO (alpha / beta): -6.08 / -6.08 eV
energy: -19044.534 eV
gap between HOMO and LUMO (alpha / beta): 7.65 / 7.65 eV
SMILES: C1=NC=[NH+]SOC1
M: 117.15 g mol⁻¹
total charge: +1
multiplicity: 1

***

(2)
ORCA calculation (ωB97M-V/def2-TZVPD) on a single C2H4N2OS molecule.

Last column: Mulliken charge in e.
Cartesian coordinates (Å):
H 2.224 -0.494 -1.855  0.24
N 1.669 0.238 -1.446  -0.63
C 0.743 0.019 -0.603  0.45
N 0.090 1.101 -0.122  -0.30
O -1.234 0.726 0.504  -0.27
C -1.026 -0.489 1.123  -0.32
S 0.214 -1.554 0.005  -0.15
H -0.462 1.726 -0.968  0.35
H -0.256 -0.346 1.927  0.28
H -1.961 -0.925 1.434  0.36

Computed properties:
HOMO: -9.29 eV
E_LUMO: 0.47 eV
energy: -17998.414 eV
gap between HOMO and LUMO: 9.77 eV
SMILES: [H]/N=C1/NOCS1
M: 104.13 g mol⁻¹
total charge: 0
multiplicity: 1

***

(3)
ORCA calculation (ωB97M-V/def2-TZVPD) on 4 unconnected molecules or ions with the total composition C32H67BN4O12.

Last column: Mulliken charge in e.
Cartesian coordinates (Å):
C 1.560 -1.654 2.384  -0.93
B 2.231 -1.051 1.067  0.32
O 3.629 -0.869 1.093  -0.55
C 1.423 -0.663 -0.291  1.74
C 0.394 -1.731 -0.503  -0.71
N -0.323 -2.571 -0.647  -0.55
C 2.438 -0.794 -1.497  -1.81
C 1.885 -0.227 -2.834  0.54
O 0.872 -1.038 -3.409  -0.48
C 3.113 -0.225 -3.848  -0.89
N 2.701 -0.680 -5.192  -0.47
C 0.801 0.771 -0.227  0.57
C 1.970 1.717 -0.082  -0.33
N 2.761 2.499 0.075  -0.62
C -0.209 0.990 0.949  -0.45
C -1.473 1.769 0.467  -1.38
C -2.380 0.933 -0.476  -0.27
C -2.845 -0.411 0.133  -0.65
N -3.842 -1.115 -0.707  -0.36
C -3.304 -1.576 -1.933  0.69
C -3.258 -3.106 -2.178  -1.12
O -2.920 -0.865 -2.804  -0.50
H 2.011 -1.098 3.231  0.33
H 0.468 -1.543 2.445  0.32
H 1.845 -2.713 2.545  0.38
H 3.976 -1.754 1.290  0.29
H 2.622 -1.866 -1.692  0.70
H 3.371 -0.244 -1.297  0.42
H 1.592 0.837 -2.757  0.16
H 0.023 -0.581 -3.317  0.24
H 3.900 -0.878 -3.439  0.38
H 3.506 0.804 -3.980  0.30
H 3.522 -0.640 -5.795  0.23
H 2.044 -0.020 -5.602  0.17
H 0.268 1.045 -1.150  0.42
H -0.515 0.055 1.436  0.14
H 0.313 1.605 1.704  0.52
H -2.020 2.211 1.315  0.50
H -1.078 2.598 -0.154  0.40
H -3.304 1.468 -0.754  0.45
H -1.817 0.796 -1.414  -0.01
H -3.361 -0.145 1.079  0.30
H -2.001 -1.051 0.445  0.30
H -4.074 -1.965 -0.192  0.31
H -2.733 -3.641 -1.375  0.37
H -4.315 -3.443 -2.190  0.44
H -2.793 -3.294 -3.152  0.12
C -2.820 8.866 1.125  -0.81
O -3.759 7.934 1.622  -0.29
C -3.893 6.773 0.818  -0.63
C -3.933 5.507 1.656  -0.24
O -2.707 5.153 2.287  -0.33
C -2.242 5.983 3.348  -0.33
C -3.079 5.950 4.613  -0.55
O -4.327 6.606 4.426  -0.29
C -5.417 5.936 5.026  -0.80
H -3.260 9.454 0.313  0.31
H -2.551 9.536 1.941  0.24
H -1.907 8.370 0.778  0.37
H -3.076 6.695 0.093  0.34
H -4.836 6.860 0.265  0.39
H -4.155 4.676 0.979  0.39
H -4.750 5.533 2.377  0.09
H -2.080 7.003 3.001  0.08
H -1.255 5.588 3.602  0.42
H -2.546 6.487 5.407  0.39
H -3.223 4.911 4.930  0.33
H -5.357 4.853 4.881  0.36
H -6.329 6.289 4.543  0.24
H -5.468 6.168 6.094  0.31
C -2.018 -1.764 -5.470  -0.98
O -1.537 -1.516 -6.779  -0.38
C -0.122 -1.454 -6.860  -0.17
C 0.409 -2.218 -8.061  -0.49
O 0.292 -3.634 -7.981  -0.50
C -1.010 -4.204 -8.052  -0.17
C -1.701 -4.080 -9.398  -0.55
O -2.096 -2.739 -9.658  -0.28
C -1.875 -2.329 -10.991  -0.81
H -2.002 -0.848 -4.881  0.38
H -3.048 -2.113 -5.552  0.43
H -1.432 -2.544 -4.970  0.40
H 0.348 -1.844 -5.953  0.15
H 0.157 -0.396 -6.964  0.37
H 1.484 -2.023 -8.119  0.43
H -0.017 -1.842 -8.992  0.12
H -1.641 -3.837 -7.243  -0.05
H -0.861 -5.271 -7.863  0.42
H -2.613 -4.690 -9.389  0.39
H -1.038 -4.455 -10.185  0.34
H -0.911 -2.684 -11.370  0.38
H -1.858 -1.238 -11.005  0.23
H -2.684 -2.681 -11.640  0.31
C 5.399 -1.923 4.637  -0.78
O 4.537 -2.699 5.446  -0.27
C 4.989 -4.029 5.653  -0.58
C 4.839 -4.457 7.103  -0.30
O 5.719 -3.819 8.020  -0.46
C 5.516 -2.435 8.292  -0.25
C 4.247 -2.103 9.055  -0.54
O 3.093 -2.281 8.242  -0.26
C 2.008 -2.883 8.918  -0.83
H 5.234 -2.165 3.582  0.19
H 5.158 -0.873 4.800  0.24
H 6.447 -2.081 4.909  0.46
H 6.037 -4.143 5.354  0.39
H 4.377 -4.688 5.025  0.36
H 5.095 -5.519 7.155  0.42
H 3.804 -4.380 7.434  0.09
H 5.604 -1.843 7.382  0.06
H 6.359 -2.147 8.927  0.42
H 4.275 -1.047 9.351  0.38
H 4.192 -2.718 9.959  0.35
H 2.338 -3.702 9.565  0.38
H 1.337 -3.299 8.166  0.23
H 1.464 -2.138 9.508  0.31

Computed properties:
HOMO: -8.66 eV
E_LUMO: 0.26 eV
energy: -65471.585 eV
gap between HOMO and LUMO: 8.92 eV
SMILES: CB(O)[C@](C#N)(C[C@H](O)CN)[C@H](C#N)CCCCNC(C)=O.COCCOCCOC.COCCOCCOC.COCCOCCOC
M: 710.72 g mol⁻¹
total charge: 0
multiplicity: 1

***

(4)
ORCA calculation (ωB97M-V/def2-TZVPD) on a single C4H4N2S molecule.

Last column: Mulliken charge in e.
Cartesian coordinates (Å):
C -0.746 0.412 -1.056  -0.18
N -1.379 1.004 -0.092  -0.30
N -0.899 0.922 1.304  -0.33
C 0.284 0.122 1.449  -0.20
C 0.363 -0.845 0.391  -0.19
S 1.342 -1.747 -0.837  -0.09
C 0.700 -0.074 -0.910  -0.02
H -1.191 0.600 -2.106  0.35
H 0.822 0.033 2.541  0.31
H -0.779 -1.182 0.316  0.34
H 1.484 0.754 -0.999  0.32

Computed properties:
HOMO: -9.31 eV
E_LUMO: -0.35 eV
energy: -18022.189 eV
gap between HOMO and LUMO: 8.96 eV
SMILES: C1=NN=C[C@@H]2S[C@@H]12
M: 112.16 g mol⁻¹
total charge: 0
multiplicity: 1

***

(5)
ORCA calculation (ωB97M-V/def2-TZVPD) on a molecular structure, C3H6N4.

Last column: Mulliken charge in e.
Cartesian coordinates (Å):
C -1.245 0.963 0.363  -1.24
N 1.034 1.167 -0.797  -0.72
C 0.572 -0.958 0.140  0.17
C 0.133 0.482 0.031  1.28
N 0.335 -2.066 -0.553  -0.37
N 1.221 0.656 1.029  -0.29
N 1.534 -0.665 1.010  -0.59
H 0.708 2.126 -0.942  0.26
H -0.444 -2.113 -1.189  0.22
H 0.936 -2.867 -0.418  0.26
H -1.224 2.034 0.577  0.36
H -1.915 0.799 -0.486  0.30
H -1.647 0.444 1.236  0.34

Computed properties:
HOMO (alpha / beta): -8.34 / -8.34 eV
E_LUMO (alpha / beta): 0.31 / 0.31 eV
energy: -9164.301 eV
gap between HOMO and LUMO (alpha / beta): 8.65 / 8.66 eV
M: 98.11 g mol⁻¹
total charge: 0
multiplicity: 1

***

(6)
ORCA calculation (ωB97M-V/def2-TZVPD) on 2 unconnected molecules or ions with the total composition C5H12NSe.

Last column: Mulliken charge in e.
Cartesian coordinates (Å):
C -0.176 -1.726 0.266  -0.48
C -1.641 -1.538 0.071  -0.76
C -0.002 0.648 -0.274  -0.14
C 0.340 1.650 -1.290  -1.38
C 1.066 1.327 1.907  -0.68
N 0.440 -0.622 -0.641  -0.21
Se -1.925 0.404 0.229  0.11
H 0.033 -1.473 1.243  0.34
H 0.158 -2.681 -0.094  0.37
H -1.994 -1.811 -0.924  0.38
H -2.280 -2.140 0.676  0.43
H 0.002 1.474 -2.256  0.44
H 1.376 1.539 -1.420  0.44
H 0.131 2.676 -1.021  0.39
H 0.913 2.316 1.527  0.33
H 1.849 0.632 1.806  0.35
H 0.113 0.973 2.237  0.29
H 1.505 -0.709 -0.503  0.42
H 0.092 -0.940 -1.538  0.36

Computed properties:
HOMO (alpha / beta): -12.19 / -12.22 eV
E_LUMO (alpha / beta): -3.81 / -4.49 eV
energy: -72204.986 eV
gap between HOMO and LUMO (alpha / beta): 8.38 / 7.73 eV
M: 165.12 g mol⁻¹
total charge: +1
multiplicity: 1

***

Please write out number 5 again, unchanged.
ORCA calculation (ωB97M-V/def2-TZVPD) on a molecular structure, C3H6N4.

Last column: Mulliken charge in e.
Cartesian coordinates (Å):
C -1.245 0.963 0.363  -1.24
N 1.034 1.167 -0.797  -0.72
C 0.572 -0.958 0.140  0.17
C 0.133 0.482 0.031  1.28
N 0.335 -2.066 -0.553  -0.37
N 1.221 0.656 1.029  -0.29
N 1.534 -0.665 1.010  -0.59
H 0.708 2.126 -0.942  0.26
H -0.444 -2.113 -1.189  0.22
H 0.936 -2.867 -0.418  0.26
H -1.224 2.034 0.577  0.36
H -1.915 0.799 -0.486  0.30
H -1.647 0.444 1.236  0.34

Computed properties:
HOMO (alpha / beta): -8.34 / -8.34 eV
E_LUMO (alpha / beta): 0.31 / 0.31 eV
energy: -9164.301 eV
gap between HOMO and LUMO (alpha / beta): 8.65 / 8.66 eV
M: 98.11 g mol⁻¹
total charge: 0
multiplicity: 1

***

Question: Which value of total charge does entry 4 give?
Answer: 0

***

Question: total charge of number 5 (C3H6N4)?
Answer: 0